(1)
Entry from the Open Molecules 2025 dataset: a single CHF2NO2 molecule (ωB97M-V with the def2-TZVPD basis set).

Relative energy (zero: lowest compared OMol25 entry of this formula, charge and spin) = 1.024 eV
SMILES = O=[N+]([O-])C(F)F
HOMO-LUMO gap = 11.17 eV

Structure (ORCA input):
```
! RIJCOSX wB97M-V def2-TZVPD def2/J DEFGRID3
* xyz 0 1
C -0.94659 0.74879 0.43256
N -1.70949 0.12111 -1.06285
O -2.90265 0.15638 -1.15326
O -0.87643 -0.39525 -1.78363
F 0.30249 0.29462 0.35992
F -1.51656 0.35626 1.47892
H -0.87866 1.88080 0.29264
*
```

---

(2)
Entry from the Open Molecules 2025 dataset: C2H11NO4 as an isolated structure (ωB97M-V with the def2-TZVPD basis set).

Relative energy (zero: lowest compared OMol25 entry of this formula, charge and spin) = 2.667 eV
HOMO-LUMO gap = 10.90 eV

Structure (ORCA input):
```
! RIJCOSX wB97M-V def2-TZVPD def2/J DEFGRID3
* xyz 0 1
C -0.87735 0.46622 -1.76402
N 0.14330 0.17193 -0.97493
C 1.41517 -0.29037 -1.53694
O -1.99536 0.77394 -1.27013
H -0.66567 0.54615 -2.85602
H 0.10892 0.06163 0.16103
H 2.29409 0.16928 -1.07434
H 1.41970 -0.14013 -2.60184
H 1.47397 -1.35948 -1.34331
H 0.43113 -1.59853 2.70648
H -0.75300 -0.78810 1.60297
O 0.25976 -1.36649 1.83763
H -1.91491 0.06568 1.72738
H -1.71993 0.29952 0.02476
O -1.55186 -0.17198 0.95225
H 1.76467 -0.14920 1.78505
H 2.60463 1.12449 2.29890
O 2.12826 0.70329 1.50515
*
```

---

(3)
Entry from the Open Molecules 2025 dataset: C3H9N3O2 as an isolated structure (ωB97M-V with the def2-TZVPD basis set).

Relative energy (zero: lowest compared OMol25 entry of this formula, charge and spin) = 1.426 eV
HOMO-LUMO gap = 9.24 eV

Structure (ORCA input):
```
! RIJCOSX wB97M-V def2-TZVPD def2/J DEFGRID3
* xyz 0 1
N 0.24299 3.52116 -1.49482
C -0.17746 2.21742 -1.30604
O -1.11197 2.08088 -0.42231
O 0.32623 1.31063 -1.97211
H -0.08576 4.20515 -0.83837
H 1.15176 3.62135 -1.89832
C 1.02898 -2.60455 1.44517
N -0.22629 -2.08265 0.92724
C -0.40646 -0.79576 0.62483
N -1.28269 -0.33200 -0.19769
H 1.85108 -2.54051 0.72808
H 0.88311 -3.65408 1.68033
H 1.33086 -2.02627 2.31707
H -0.89025 -2.74315 0.55793
H 0.22780 -0.06849 1.12993
H -1.54335 -0.94682 -0.96995
H -1.31858 0.83771 -0.31095
*
```

---

(4)
Entry from the Open Molecules 2025 dataset: C6H12N2O2 as an isolated structure (ωB97M-V with the def2-TZVPD basis set).

Relative energy (zero: lowest compared OMol25 entry of this formula, charge and spin) = 8.536 eV
HOMO-LUMO gap = 9.17 eV

Structure (ORCA input):
```
! RIJCOSX wB97M-V def2-TZVPD def2/J DEFGRID3
* xyz 0 1
C 0.76814 -1.08950 -1.13468
C 0.98393 0.05221 0.04896
C 0.77102 -0.84295 1.21261
C 2.51467 0.47761 -0.13481
C 0.18054 1.34417 -0.02974
C -2.29199 0.00686 -0.07582
H -0.12242 -1.78323 -0.94169
H 1.30524 -1.93759 -0.79324
H 1.00647 -0.93696 -2.09057
H 0.19729 -1.94553 1.01564
H 1.94514 -1.14173 1.24551
H 0.04068 -0.36944 2.31907
H 2.52879 1.16517 -1.06849
H 3.25580 -0.22827 -0.35979
H 2.78916 0.82882 0.98988
H -1.63478 1.94526 -0.72815
H -4.47750 0.21046 -0.45070
H -3.44347 1.13160 1.53327
N -1.20733 1.00929 -0.29645
N -3.50177 0.92690 -0.01853
O 0.62409 2.42636 -0.09258
O -2.23170 -1.24953 -0.14968
*
```